Entry 1:
This record from the Open Molecules 2025 dataset describes a structure of composition C4H14ClMgO3. The level of theory is ωB97M-V/def2-TZVPD.

## Properties
**Net charge**: +1
**HOMO-LUMO gap**: 4.4 eV
**Spin multiplicity**: 1

Atoms and positions in Å:
Mg -2.5053 -1.8670 1.4401
Cl -0.9578 -1.2637 1.1047
O 1.3975 -2.1530 0.8447
H 0.4679 -1.9769 0.9897
H 1.6156 -2.8320 1.4831
C -1.3606 0.4922 -1.5614
C -0.9066 -0.9024 -1.9208
O 0.1895 -1.2162 -1.1689
H -1.3819 0.5394 -0.4726
H -2.4188 0.6576 -1.7635
H -0.7165 1.2729 -1.9661
H -0.5102 -0.8599 -2.9353
H -1.6833 -1.6653 -1.8680
H -0.0753 -1.2042 -0.2462
C 1.5962 2.2366 0.5602
C 0.6327 1.2138 1.1975
O 0.7572 -0.0399 0.6926
H 1.5233 3.1738 1.1120
H 1.3626 2.5176 -0.4668
H 2.5774 1.7642 0.6068
H -0.4304 1.4532 1.1759
H 0.8554 1.2108 2.2645
H -0.0287 -0.5515 0.8981

These are the natural (NBO) partial charges, in e, on atoms 1 to 6: 1.756 -0.523 -0.858 0.346 0.464 -0.629

---

Entry 2:
This record from the Open Molecules 2025 dataset describes a structure of composition C4H14FeO8. The level of theory is ωB97M-V/def2-TZVPD.

## Properties
**Net charge**: 0
**HOMO-LUMO gap (spin up / spin down)**: 7.9 / 7.6 eV
**Spin multiplicity**: 5
**⟨S²⟩**: 6.0062

Atoms and positions in Å:
Fe -0.0336 0.1763 -0.4417
C -0.1460 -3.9932 0.6597
C 0.4285 -2.7445 0.0928
O 1.4653 -2.8263 -0.6095
O -0.2018 -1.6711 0.3860
H 0.6061 -4.5716 1.1974
H -0.4995 -4.6383 -0.1460
H -0.9644 -3.7609 1.3360
C -0.2819 3.4383 1.9246
C -1.2572 2.2724 1.7295
O -0.8214 1.2903 1.0342
O -2.3880 2.3796 2.1847
H -0.3611 4.0506 1.0152
H 0.7703 3.1597 1.9971
H -0.5928 4.0520 2.7642
O 0.5195 1.9351 -1.4869
H 1.3182 2.4689 -1.4436
H 0.2266 1.9607 -2.4026
O -1.8612 0.1591 -1.5723
H -2.7177 0.5816 -1.4537
H -1.9059 -0.3543 -2.3841
O 0.7327 -0.9820 -2.1467
H 0.4957 -1.1010 -3.0700
H 1.2249 -1.7928 -1.8362
O 1.8977 0.2343 0.5633
H 2.2611 -0.6069 0.8604
H 2.0861 0.8838 1.2478

These are the natural (NBO) partial charges, in e, on atoms 1 to 6: 1.574 -0.722 0.795 -0.769 -0.814 0.228

---

Calculated values (Eh) of electronic energy for the records, taken in order: -1046.05892 -2026.53134.
Calculated values (eV) of ΔE to the lowest compared entry with this formula, charge and spin for the records, taken in order: 12.054 0.000.